Entry 1:
Here is one molecule with the formula C4H9NO2 from the Open Molecules 2025 dataset. Energies are from ωB97M-V with the def2-TZVPD basis set.

## Properties
Energy above the lowest of the compared OMol25 structures with the same formula, charge and spin: 18.8 kcal/mol
HOMO level: -9.9 eV
SMILES: NC(=O)CCCO
Energy: -9879.24696 eV
Net charge: 0

CARTESIAN COORDINATES (ANGSTROEM)
1 N 2.23932 -0.70642 1.75388
2 C 1.05341 -0.94619 1.12785
3 O 0.30662 -1.78161 1.61563
4 C 0.65133 -0.11708 -0.09496
5 C -0.87995 0.04420 -0.00593
6 C -1.59071 0.53164 -1.25498
7 O -1.36919 1.91589 -1.50886
8 H 2.33443 -1.26930 2.58935
9 H 2.94350 -0.03232 1.49911
10 H 1.20988 0.83098 -0.12748
11 H 0.91624 -0.60548 -1.04400
12 H -1.30755 -0.89633 0.36437
13 H -1.08055 0.75145 0.79145
14 H -1.18780 -0.07332 -2.06975
15 H -2.66763 0.29411 -1.18777
16 H -1.57135 2.05978 -2.44795


Entry 2:
Here is a 2-piece molecular cluster, C4H9NO2 overall from the Open Molecules 2025 dataset. Energies are from ωB97M-V with the def2-TZVPD basis set.

## Properties
Energy above the lowest of the compared OMol25 structures with the same formula, charge and spin: 85.3 kcal/mol
HOMO level: -8.7 eV
Energy: -9876.36322 eV
Net charge: 0

CARTESIAN COORDINATES (ANGSTROEM)
1 C 0.62765 -2.68664 -0.38106
2 N 0.22212 -1.72223 0.62466
3 C -0.95466 -1.79667 1.08466
4 C -0.74090 1.20354 0.16702
5 O 0.56466 0.97754 0.19048
6 O -0.96449 2.43939 -0.23923
7 C 0.12533 3.31588 -0.57124
8 H -0.17701 -3.37931 -0.67458
9 H 1.47751 -3.26411 -0.00267
10 H 0.95751 -2.13382 -1.26756
11 H 0.66935 0.03454 0.47630
12 H -1.29373 -1.04193 1.79139
13 H -1.66296 -2.57353 0.76735
14 H -0.34512 4.24878 -0.88148
15 H 0.72765 2.89846 -1.38208
16 H 0.76711 3.48012 0.29802


Entry 3:
Here is a 2-piece molecular cluster, C4H9NO2 overall from the Open Molecules 2025 dataset. Energies are from ωB97M-V with the def2-TZVPD basis set.

## Properties
Energy above the lowest of the compared OMol25 structures with the same formula, charge and spin: 70.7 kcal/mol
HOMO level: -9.4 eV
Energy: -9876.99511 eV
Net charge: 0

CARTESIAN COORDINATES (ANGSTROEM)
1 C -2.50753 -0.18497 0.32127
2 N -1.24514 -0.31925 -0.40318
3 C -0.20044 0.38702 -0.12426
4 C 0.73721 0.92802 -1.30706
5 O -0.02965 1.13730 -2.25981
6 O 1.91679 1.12443 -1.06935
7 C 2.27734 -0.58824 0.79431
8 H -2.35611 -0.32090 1.39276
9 H -3.23218 -0.91242 -0.03975
10 H -2.88562 0.82265 0.12785
11 H -1.29563 -0.57726 -1.38854
12 H 1.24300 -0.51562 0.43638
13 H -0.20000 0.85509 0.86205
14 H 2.67163 0.39364 1.06453
15 H 2.87410 -0.95718 -0.04102
16 H 2.23224 -1.27231 1.63382


Entry 4:
Here is one molecule with the formula C4H9NO2 in a non-equilibrium geometry from the Open Molecules 2025 dataset. Energies are from ωB97M-V with the def2-TZVPD basis set.

## Properties
Energy above the lowest of the compared OMol25 structures with the same formula, charge and spin: 90.7 kcal/mol
HOMO level: -10.2 eV
SMILES: CC(C)ONC=O
Energy: -9876.12950 eV
Net charge: 0

CARTESIAN COORDINATES (ANGSTROEM)
1 C 0.15529 1.61079 -0.36092
2 C 0.54615 0.17123 -0.04071
3 C 2.02506 -0.02766 0.26492
4 O -0.24356 -0.41746 0.95831
5 N -1.10477 -1.48760 0.19915
6 C -2.37683 -1.04454 -0.01425
7 O -2.95401 -1.06180 -1.07092
8 H 0.36710 2.25047 0.49318
9 H 0.72701 1.96669 -1.21707
10 H -0.90493 1.67100 -0.59649
11 H 0.25684 -0.49111 -0.91964
12 H 2.23263 -1.07621 0.46872
13 H 2.29695 0.55255 1.14335
14 H 2.63540 0.30167 -0.57551
15 H -0.90298 -2.45720 0.41876
16 H -2.75536 -0.46081 0.84910


Gap between HOMO and LUMO (eV)
10.8, 9.8, 8.8, 10.9